[1]
{
  "formula": "C23H24FN5O5S",
  "method": "ωB97M-V/def2-TZVPD",
  "gap_ev": 7.594,
  "e_homo_ha": -0.305,
  "spin_multiplicity": 1,
  "total_energy_ev": -55464.0215,
  "symbols": ["N", "C", "O", "C", "N", "S", "C", "C", "N", "H", "H", "C", "O", "N", "C", "C", "C", "C", "C", "O", "H", "H", "H", "H", "H", "C", "C", "C", "C", "C", "C", "C", "H", "H", "F", "H", "H", "H", "C", "O", "N", "C", "H", "H", "C", "C", "H", "C", "H", "C", "H", "H", "O", "H", "H", "H", "H", "H", "H"],
  "coordinates": [[5.79244, 3.82847, -0.20990], [5.36162, 2.78045, 0.37294], [5.96169, 2.26493, 1.22050], [3.88366, 2.42457, -0.05509], [3.22203, 2.97414, -1.10326], [1.64248, 2.52976, -1.14657], [1.70944, 1.20481, 0.13835], [3.05334, 1.41056, 0.43476], [3.50810, 0.60387, 1.40194], [2.96849, -0.12961, 1.91310], [4.42913, 0.98090, 1.86537], [0.69126, 0.47686, 0.30202], [1.06102, -0.53017, 1.25959], [-0.37164, 0.32710, -0.21334], [-0.81456, 0.92633, -1.57226], [-1.56135, 2.20741, -1.01359], [-2.57140, 2.65355, -1.61475], [-2.83011, 3.97910, -0.88542], [-1.67541, 4.20808, -0.12843], [-1.01375, 3.06995, -0.04571], [-1.56838, 4.82845, 0.58342], [-3.69530, 4.84108, -0.95824], [-3.22577, 2.53879, -2.39605], [-1.56794, 0.35465, -1.81652], [0.06390, 1.27674, -2.33107], [-1.31436, -0.60881, 0.34221], [-2.67079, -0.04516, 0.55406], [-3.74599, 0.16275, -0.30887], [-4.98392, 0.75443, 0.01743], [-4.86968, 1.68949, 0.99144], [-3.81294, 1.99424, 1.71971], [-2.74912, 1.05282, 1.45686], [-1.83183, 1.22700, 2.25523], [-3.88076, 2.49303, 2.53412], [-6.01895, 2.45139, 1.09066], [-5.72694, 0.89262, -0.69351], [-3.75384, -0.73059, -1.23418], [-0.99619, -0.88916, 1.60466], [-1.57212, -1.91627, -0.38781], [-2.67007, -2.51457, -0.23555], [-0.39307, -2.37474, -0.97458], [-0.42635, -3.53423, -1.47126], [-0.10988, -3.53828, -2.73322], [-1.27827, -4.29341, -1.60296], [0.72757, -4.29319, -1.03762], [0.60231, -4.80995, 0.45497], [-0.24429, -4.18162, 0.88307], [1.87980, -4.68243, 1.27460], [2.42381, -5.31403, 1.02727], [2.20920, -3.27536, 0.54308], [1.94511, -2.35472, 0.83117], [3.45372, -3.24608, 0.49233], [2.16878, -3.45430, -0.97046], [1.65906, -4.41265, 2.39045], [0.19270, -5.83434, 0.63810], [1.15417, -5.14398, -1.34422], [0.35777, -1.83080, -1.10202], [5.11627, 4.30248, -0.94402], [6.70604, 4.22765, -0.06295]],
  "lowdin_charge": [0.17, -0.59, 0.11, -0.18, -0.26, 1.09, -0.26, -0.32, 0.15, 0.12, 0.15, -0.50, -0.15, 0.02, 0.06, -0.31, -0.02, 0.01, -0.13, -0.03, 0.06, 0.16, 0.10, 0.05, 0.13, -0.16, -0.20, -0.05, 0.01, -0.30, 0.02, 0.01, 0.18, 0.06, 0.03, 0.10, 0.19, 0.27, -0.34, 0.05, 0.10, -0.29, 0.19, 0.18, -0.20, -0.16, 0.12, -0.08, -0.03, -0.14, 0.01, 0.16, -0.16, 0.16, 0.12, 0.09, 0.11, 0.17, 0.13]
}

[2]
{
  "formula": "C36H54AsCdF6O27",
  "method": "ωB97M-V/def2-TZVPD",
  "gap_ev": 11.059,
  "e_homo_ha": -0.462,
  "total_charge": 1,
  "spin_multiplicity": 1,
  "total_energy_ev": -175198.5438,
  "symbols": ["Cd", "As", "F", "F", "F", "F", "F", "F", "C", "C", "C", "O", "C", "O", "O", "H", "H", "H", "H", "H", "H", "C", "C", "C", "O", "C", "O", "O", "H", "H", "H", "H", "H", "H", "C", "C", "C", "O", "C", "O", "O", "H", "H", "H", "H", "H", "H", "C", "C", "C", "O", "C", "O", "O", "H", "H", "H", "H", "H", "H", "C", "C", "C", "O", "C", "O", "O", "H", "H", "H", "H", "H", "H", "C", "C", "C", "O", "C", "O", "O", "H", "H", "H", "H", "H", "H", "C", "C", "C", "O", "C", "O", "O", "H", "H", "H", "H", "H", "H", "C", "C", "C", "O", "C", "O", "O", "H", "H", "H", "H", "H", "H", "C", "C", "C", "O", "C", "O", "O", "H", "H", "H", "H", "H", "H"],
  "coordinates": [[0.16368, 0.22432, 1.43676], [2.19614, 1.28069, 4.32219], [1.71685, -0.31398, 5.04263], [3.69312, 1.20568, 5.38989], [2.59013, 2.76757, 3.48226], [0.59682, 1.17506, 3.41864], [1.28531, 2.23170, 5.48843], [2.96495, 0.33892, 2.99130], [-0.18588, -3.54026, -5.54151], [0.43519, -3.73228, -4.16793], [1.78360, -3.11200, -3.84076], [1.50312, -1.92032, -3.07257], [0.26047, -1.95810, -2.69764], [-0.29563, -1.14177, -1.98466], [-0.40991, -2.99975, -3.23134], [-1.25970, -3.72591, -5.42190], [0.22731, -4.16710, -6.32554], [-0.11128, -2.47739, -5.83795], [0.39726, -4.82057, -3.98865], [2.44932, -2.78765, -4.66719], [2.27555, -3.75849, -3.14145], [-3.63595, 5.07072, 3.16483], [-3.71080, 3.53281, 3.16777], [-4.82953, 2.69594, 2.51364], [-4.14661, 1.44780, 2.32053], [-2.81870, 1.70605, 2.18108], [-2.03788, 0.86646, 1.94631], [-2.51239, 2.99396, 2.30979], [-4.28653, 5.42366, 4.00116], [-4.07397, 5.50181, 2.25288], [-2.62114, 5.42693, 3.29822], [-3.52757, 3.17391, 4.18774], [-5.19414, 3.13706, 1.57119], [-5.62532, 2.47013, 3.19396], [-4.32945, -4.90863, -2.50813], [-3.87331, -4.39458, -1.09749], [-2.38616, -4.75320, -0.86029], [-1.81388, -3.61458, -0.22110], [-2.68351, -2.59842, -0.26427], [-2.53486, -1.44468, 0.03050], [-3.86704, -2.94343, -0.93870], [-3.67076, -4.55913, -3.35308], [-5.37354, -4.62608, -2.65305], [-4.34094, -6.00370, -2.51141], [-4.53186, -4.83016, -0.32372], [-1.84721, -4.89384, -1.79938], [-2.31715, -5.59462, -0.20339], [-3.12522, 5.12194, -2.41580], [-1.91977, 5.65655, -1.64671], [-2.19087, 6.52424, -0.42963], [-1.21867, 6.14732, 0.49938], [-0.65296, 4.96124, 0.15146], [0.18839, 4.42846, 0.76268], [-1.16457, 4.57431, -1.06873], [-3.69500, 6.03604, -2.61785], [-3.77412, 4.43055, -1.90113], [-2.84243, 4.66109, -3.35909], [-1.25401, 6.19967, -2.34806], [-3.18297, 6.23557, -0.03651], [-2.22274, 7.57325, -0.63095], [2.20175, 5.06347, -1.52784], [2.84812, 3.75925, -1.27251], [3.90439, 3.78512, -0.15646], [3.70414, 2.49281, 0.47807], [2.47092, 2.01304, 0.13763], [2.08048, 0.98114, 0.60053], [1.82535, 2.81998, -0.74282], [1.76407, 5.48677, -0.65458], [1.39097, 5.00049, -2.27170], [3.00502, 5.68030, -1.92918], [3.36673, 3.36964, -2.14894], [3.78913, 4.57977, 0.56869], [4.90851, 3.81284, -0.54492], [5.24464, -3.78802, 1.75987], [3.89391, -3.98889, 1.11220], [2.83219, -4.56220, 2.08860], [1.70830, -3.76222, 1.73752], [2.06493, -2.76787, 0.98194], [1.36873, -1.85524, 0.65884], [3.34895, -2.78197, 0.58386], [5.95279, -3.48627, 0.96065], [5.57335, -4.71022, 2.32186], [5.16931, -2.95797, 2.46197], [4.06925, -4.65290, 0.27375], [3.01135, -4.44256, 3.15696], [2.60177, -5.60049, 1.80845], [5.08655, -0.32861, -1.03534], [5.21004, -1.26157, -2.22819], [6.51843, -1.00576, -3.05711], [7.46739, -1.94025, -2.49946], [6.88562, -2.85187, -1.73825], [7.38245, -3.70751, -1.15676], [5.49298, -2.57485, -1.67982], [5.02010, 0.71381, -1.37203], [5.88037, -0.37533, -0.26995], [4.16495, -0.56409, -0.53455], [4.28226, -1.31130, -2.80613], [6.97585, -0.02615, -2.91079], [6.42680, -1.22078, -4.11229], [-2.98279, -0.02951, -3.88766], [-2.77981, 1.32360, -3.13002], [-3.79457, 1.45581, -1.95600], [-2.91361, 1.63162, -0.83673], [-1.62640, 1.34716, -1.21013], [-0.70461, 1.14618, -0.44489], [-1.48972, 1.28195, -2.51365], [-2.85219, -0.85657, -3.21437], [-2.30036, -0.14360, -4.71108], [-3.97240, -0.12961, -4.36170], [-2.67990, 2.13082, -3.86449], [-4.42385, 0.53667, -1.85246], [-4.46362, 2.32284, -2.03791], [-1.57947, -1.63039, 6.59711], [-2.16599, -2.51029, 5.47609], [-3.24259, -1.71879, 4.65580], [-2.42789, -1.16607, 3.64174], [-1.28628, -1.88402, 3.50807], [-0.48632, -1.68035, 2.64561], [-1.16495, -2.79871, 4.47710], [-2.28216, -1.18194, 7.30194], [-0.91711, -0.86737, 6.23393], [-0.89156, -2.29028, 7.12397], [-2.38130, -3.50510, 5.92226], [-3.79309, -0.98195, 5.20016], [-3.92160, -2.43652, 4.17783]],
  "lowdin_charge": [1.55, 0.93, -0.30, -0.29, -0.25, -0.37, -0.26, -0.29, -0.02, -0.29, -0.05, 0.09, -0.57, 0.14, 0.06, 0.09, 0.09, 0.10, 0.16, 0.15, 0.13, -0.01, -0.19, -0.07, 0.07, -0.61, 0.08, 0.09, 0.10, 0.07, 0.09, 0.16, 0.14, 0.13, -0.02, -0.28, -0.09, 0.08, -0.51, 0.14, 0.05, 0.09, 0.08, 0.08, 0.15, 0.12, 0.13, -0.01, -0.30, -0.11, 0.07, -0.55, 0.19, 0.06, 0.10, 0.07, 0.08, 0.16, 0.13, 0.13, -0.02, -0.27, -0.05, 0.06, -0.52, 0.03, 0.08, 0.07, 0.10, 0.10, 0.15, 0.14, 0.13, -0.01, -0.32, -0.04, 0.10, -0.59, 0.08, 0.10, 0.07, 0.12, 0.09, 0.15, 0.14, 0.14, -0.02, -0.27, -0.05, 0.07, -0.58, 0.21, 0.01, 0.08, 0.12, 0.06, 0.14, 0.13, 0.12, -0.01, -0.25, -0.06, 0.05, -0.54, 0.04, 0.10, 0.07, 0.07, 0.09, 0.15, 0.15, 0.12, -0.01, -0.26, -0.07, 0.05, -0.53, 0.08, 0.11, 0.09, 0.08, 0.09, 0.16, 0.13, 0.14]
}

[3]
{
  "formula": "C6H10",
  "method": "ωB97M-V/def2-TZVPD",
  "gap_ev": 9.262,
  "e_homo_ha": -0.297,
  "spin_multiplicity": 1,
  "total_energy_ev": -6379.4493,
  "smiles": "C[C@@]12CC[C@@H]1C2",
  "symbols": ["C", "C", "C", "C", "C", "C", "H", "H", "H", "H", "H", "H", "H", "H", "H", "H"],
  "coordinates": [[1.94762, -0.23744, 0.25258], [0.48777, 0.06266, 0.02458], [-0.41357, -0.87139, -0.75079], [-1.69387, -0.45411, -0.04325], [-0.51277, 0.51872, 1.05956], [-0.03886, 1.48350, 0.02761], [2.38526, 0.45813, 0.97601], [2.51890, -0.16112, -0.68240], [2.07416, -1.25290, 0.64503], [-0.43146, -0.75662, -1.83560], [-0.17205, -1.91007, -0.50587], [-2.27368, -1.28316, 0.40150], [-2.37614, 0.23144, -0.54611], [-1.46795, 0.09767, 1.38503], [0.68019, 2.24300, 0.34412], [-0.71355, 1.83169, -0.75198]],
  "lowdin_charge": [-0.04, -0.49, -0.17, -0.09, -0.07, -0.10, 0.08, 0.08, 0.08, 0.11, 0.11, 0.10, 0.09, 0.08, 0.10, 0.10]
}

no.,lowest unoccupied orbital energy (eV)
1,-0.7
2,-1.5
3,1.2